Arrangement P

A gas-phase ion, C2H2NO2S (charge -1). Source: OMol25; level of theory: ωB97M-V with the def2-TZVPD basis set.

The geometry in ORCA input format:
```
! RIJCOSX wB97M-V def2-TZVPD def2/J DEFGRID3
* xyz -1 3
C -1.09 0.84 0.59
C -0.07 0.31 -0.03
N -1.32 -0.45 -0.09
O 2.14 -0.77 1.19
O 1.90 -1.14 -1.20
S 1.97 -0.10 -0.17
H -1.70 1.69 0.74
H -1.83 -0.38 -1.03
*
```

Results
⟨S²⟩   2.008
Gap between HOMO and LUMO (spin up / spin down)   5.315 / 6.958 eV
LUMO (spin up / spin down)   4.08 / 3.25 eV
HOMO (spin up / spin down)   -1.239 / -3.703 eV

Löwdin atomic charge list, values in e, 4 entries: C -0.195; C -0.374; N 0.035; O -0.622


Arrangement Q

A molecular structure, C2H2NO2S. Source: OMol25; level of theory: ωB97M-V with the def2-TZVPD basis set.

The geometry in ORCA input format:
```
! RIJCOSX wB97M-V def2-TZVPD def2/J DEFGRID3
* xyz -1 3
C 0.42 1.28 -0.14
C 0.80 0.48 0.94
N -0.53 1.21 0.76
O -0.13 -0.86 -1.45
O 0.28 -2.45 0.26
S -0.03 -1.03 0.02
H 0.52 1.63 -1.06
H -1.34 -0.25 0.67
*
```

Results
⟨S²⟩   2.009
Gap between HOMO and LUMO (spin up / spin down)   4.949 / 7.818 eV
LUMO (spin up / spin down)   4.23 / 2.74 eV
HOMO (spin up / spin down)   -0.720 / -5.078 eV

Löwdin atomic charge list, values in e, 4 entries: C -0.469; C -0.215; N -0.128; O -0.463


Most stable structure among those shown: arrangement P. Next: +0.0694 hartree.